The following is a DFT calculation (wB97M-V/def2-TZVPD) of a 12-piece molecular cluster, C13H26Cl22NO2S overall.

Output
Highest occupied orbital energy = -3.082 eV
Net charge = -1
HOMO-LUMO gap = 4.897 eV
Total energy = -11238.4468 hartree

```
65
Properties=species:S:1:pos:R:3:nbo_charge:R:1
O 3.425 -3.386 -1.623 -0.427
N 2.896 -2.441 -2.144 0.330
O 1.882 -1.991 -1.457 -0.398
C 1.212 -0.702 -2.067 -0.172
C -0.226 -0.632 -1.943 -0.761
S -1.022 -1.925 -2.899 -0.137
H 1.531 -0.719 -3.107 0.187
H 1.699 0.094 -1.511 0.167
H -0.498 -0.747 -0.890 0.163
H -1.268 -2.911 -2.019 0.073
C 0.422 -2.566 -6.936 -0.398
Cl 0.068 -1.058 -6.101 -0.005
Cl -0.605 -3.910 -6.412 -0.027
H 0.257 -2.414 -7.996 0.213
H 1.453 -2.829 -6.734 0.220
C -2.731 -6.625 -0.746 -0.398
Cl -2.307 -6.808 -2.452 -0.022
Cl -3.047 -4.948 -0.297 -0.010
H -3.627 -7.203 -0.556 0.212
H -1.901 -6.983 -0.150 0.218
C 5.908 -1.490 0.144 -0.391
Cl 7.417 -1.988 -0.628 -0.029
Cl 5.681 0.269 0.075 -0.044
H 5.084 -1.963 -0.374 0.245
H 5.939 -1.791 1.183 0.216
C 2.294 0.347 1.241 -0.396
Cl 1.609 -0.242 2.769 -0.059
Cl 1.729 1.979 0.860 -0.027
H 3.371 0.394 1.339 0.225
H 1.988 -0.333 0.454 0.248
C 1.973 3.903 -2.681 -0.403
Cl 1.274 4.725 -1.266 -0.054
Cl 1.255 2.315 -2.914 0.025
H 1.789 4.523 -3.550 0.210
H 3.036 3.788 -2.506 0.214
C 5.880 -5.473 1.760 -0.404
Cl 4.780 -4.588 0.708 0.014
Cl 7.377 -5.957 0.942 -0.040
H 6.148 -4.842 2.599 0.213
H 5.379 -6.371 2.102 0.217
C -0.733 1.501 4.899 -0.387
Cl -1.297 3.059 5.540 -0.060
Cl -1.688 0.149 5.518 -0.032
H -0.825 1.515 3.821 0.247
H 0.297 1.364 5.201 0.225
C -1.505 1.044 -8.972 -0.394
Cl -2.751 0.409 -10.059 -0.037
Cl 0.099 0.411 -9.338 -0.026
H -1.480 2.121 -9.079 0.218
H -1.753 0.752 -7.957 0.239
C -3.123 4.769 8.257 -0.391
Cl -3.668 6.353 7.680 -0.040
Cl -4.017 4.237 9.686 -0.027
H -3.274 4.045 7.466 0.234
H -2.075 4.847 8.514 0.225
C -6.831 7.651 5.660 -0.394
Cl -6.718 7.645 3.897 -0.022
Cl -7.255 9.245 6.302 -0.034
H -7.601 6.950 5.956 0.220
H -5.870 7.363 6.066 0.227
C -3.217 -0.326 1.395 -0.395
Cl -3.182 -1.809 0.442 -0.008
Cl -1.603 0.341 1.655 -0.026
H -3.810 0.412 0.868 0.221
H -3.645 -0.551 2.364 0.213
```

The following is a DFT calculation (wB97M-V/def2-TZVPD) of C37H39AuN6O3S as an isolated structure.

Output
Highest occupied orbital energy = -13.266 eV
Net charge = +2
Relative energy (zero: lowest compared OMol25 entry of this formula, charge and spin) = 5.4 kcal per mole
HOMO-LUMO gap = 6.107 eV
Total energy = -2520.8959 hartree

```
87
Properties=species:S:1:pos:R:3:mulliken_charge:R:1
Au 0.579 0.223 -0.487 1.185
C -3.695 3.857 -1.630 -1.125
O -3.643 2.586 -0.976 0.001
C -4.830 1.981 -0.697 1.284
C -6.065 2.431 -1.144 -0.897
C -7.227 1.771 -0.759 -0.801
C -7.172 0.660 0.066 -0.791
C -5.939 0.194 0.492 -0.659
C -4.775 0.843 0.110 -0.045
N -3.518 0.391 0.622 0.182
C -2.409 0.217 -0.106 0.285
N -2.581 -0.016 -1.408 -0.071
C -1.632 -0.011 -2.428 1.121
C -0.273 -0.041 -2.250 -0.604
C 0.629 -0.099 -3.307 -0.655
C 0.120 -0.082 -4.590 -1.120
C -1.256 -0.019 -4.815 -0.602
C -2.130 0.021 -3.746 0.933
O -3.474 0.082 -3.823 -0.401
C -4.074 0.112 -5.125 -1.028
N -1.219 0.136 0.497 0.518
C -1.067 0.681 1.803 -1.167
C -1.278 2.068 1.962 0.314
C -1.194 2.677 3.183 -1.078
C -0.878 1.896 4.305 -0.620
C -0.660 0.548 4.174 -0.653
C -0.745 -0.096 2.928 0.928
O -0.579 -1.429 3.019 -0.509
C -0.387 -2.296 1.909 -0.324
H -2.675 4.226 -1.650 0.265
H -4.326 4.553 -1.077 0.424
H -4.062 3.758 -2.652 0.379
H -6.132 3.305 -1.776 0.480
H -8.183 2.141 -1.106 0.440
H -8.078 0.159 0.376 0.417
H -5.868 -0.681 1.128 0.470
H -3.429 0.276 1.621 0.374
H -3.542 -0.033 -1.733 0.346
H 1.698 -0.151 -3.140 0.482
H 0.802 -0.110 -5.429 0.445
H -1.631 -0.006 -5.828 0.508
H -3.819 -0.786 -5.687 0.407
H -3.755 1.001 -5.670 0.407
H -5.144 0.146 -4.957 0.271
H -1.507 2.645 1.071 0.514
H -1.374 3.739 3.281 0.523
H -0.800 2.356 5.282 0.440
H -0.427 -0.069 5.032 0.520
H -0.223 -3.279 2.339 0.369
H 0.493 -2.002 1.339 -0.014
H -1.257 -2.327 1.254 0.192
S 4.298 -5.395 -1.191 -0.129
C 3.398 -3.887 -1.013 0.559
C 3.882 -2.786 -0.309 -0.538
C 3.125 -1.639 -0.253 -0.718
N 1.925 -1.532 -0.850 -0.083
C 1.457 -2.585 -1.544 -0.226
C 2.159 -3.766 -1.644 -0.868
C 4.748 -5.691 0.513 0.152
C 3.940 -6.504 1.291 -0.198
C 4.297 -6.697 2.620 -0.420
N 5.371 -6.141 3.183 -0.526
C 6.153 -5.390 2.407 -0.480
C 5.893 -5.142 1.066 -0.020
H 4.844 -2.813 0.181 0.416
H 3.482 -0.765 0.278 0.334
H 0.488 -2.478 -2.011 0.574
H 1.744 -4.596 -2.200 0.455
H 3.062 -6.979 0.875 0.428
H 3.690 -7.323 3.264 0.371
H 7.033 -4.969 2.880 0.368
H 6.584 -4.559 0.470 0.519
C 2.593 4.412 2.263 -1.537
C 3.426 3.423 1.433 1.985
C 4.606 2.878 2.251 -1.614
C 3.919 4.079 0.134 -1.630
C 2.553 2.286 1.067 -0.331
N 1.885 1.388 0.815 -0.695
H 3.220 5.272 2.499 0.440
H 2.259 3.961 3.197 0.364
H 1.722 4.762 1.709 0.357
H 5.259 3.712 2.505 0.422
H 5.183 2.151 1.679 0.398
H 4.267 2.410 3.176 0.393
H 4.543 4.932 0.398 0.417
H 3.087 4.435 -0.475 0.399
H 4.518 3.385 -0.458 0.400
```

The following is a DFT calculation (wB97M-V/def2-TZVPD) of an isolated ion of composition C3H8NOS and charge +1.

Output
Highest occupied orbital energy = -14.278 eV
Net charge = +1
Relative energy (zero: lowest compared OMol25 entry of this formula, charge and spin) = 52.6 kcal per mole
HOMO-LUMO gap = 9.721 eV
Total energy = -646.9406 hartree

```
14
Properties=species:S:1:pos:R:3:nbo_charge:R:1
C -1.031 1.585 0.141 0.221
C 0.143 -0.825 -0.492 -0.206
C 0.808 -1.277 0.785 -0.628
N 0.397 0.550 -0.826 -0.682
O -1.548 0.577 0.749 -0.575
S -1.707 -0.789 -0.302 0.564
H -0.440 2.335 0.907 0.251
H -1.497 2.007 -0.835 0.226
H 0.405 -1.617 -1.188 0.271
H 0.282 -2.147 1.023 0.247
H 0.616 -0.572 1.654 0.229
H 1.794 -1.501 0.632 0.234
H 0.409 0.796 -1.783 0.420
H 1.367 0.879 -0.465 0.428
```

The following is a DFT calculation (wB97M-V/def2-TZVPD) of C12H37Fe2O21P2Pd as an isolated structure.

Output
Highest occupied orbital energy (alpha / beta) = -5.154 / -5.070 eV
Net charge = -1
HOMO-LUMO gap (alpha / beta) = 6.455 / 6.366 eV
Total energy = -5397.6364 hartree
Spin multiplicity = 11
<S²> = 30.0233

```
75
Properties=species:S:1:pos:R:3:mulliken_charge:R:1
Fe -20.715 -9.646 1.873 0.591
Fe -19.100 -12.160 3.033 0.820
Pd -21.093 -11.843 -0.460 0.106
O -19.866 -10.244 3.691 -0.806
H -19.717 -10.030 4.633 -0.017
P -18.733 -11.057 0.632 5.075
O -19.977 -11.555 1.379 -1.287
O -17.819 -11.703 1.623 0.013
O -19.161 -9.604 0.718 -0.137
O -19.050 -11.719 -0.673 -1.501
P -23.118 -10.380 0.614 0.871
O -21.761 -9.887 0.029 -0.704
O -23.170 -11.814 0.019 -0.723
O -24.082 -9.149 0.208 -0.747
O -22.572 -10.443 2.058 -0.665
C -18.001 -7.212 2.896 0.331
C -17.862 -5.802 3.600 -0.446
O -19.130 -5.102 3.908 -0.525
O -18.194 -7.206 1.429 -0.642
H -18.817 -7.785 3.334 -0.044
H -17.205 -7.906 3.167 -0.123
H -17.184 -5.199 2.995 0.332
H -17.222 -5.965 4.467 0.269
H -19.870 -5.713 3.917 0.326
H -18.285 -8.119 1.146 0.383
C -14.752 -11.569 -0.114 -0.550
C -14.492 -10.657 1.134 -0.481
O -15.661 -10.029 1.608 -0.508
O -15.641 -12.602 0.243 -0.579
H -13.816 -11.958 -0.516 0.439
H -15.210 -10.952 -0.888 0.260
H -13.766 -9.942 0.747 0.385
H -14.087 -11.348 1.873 0.254
H -16.435 -10.580 1.467 -0.182
H -16.530 -12.452 0.575 0.191
C -16.528 -15.379 -1.892 -0.642
C -17.718 -14.466 -1.639 -0.179
O -18.073 -14.399 -0.245 -0.655
O -15.256 -14.776 -1.759 -0.612
H -16.468 -15.827 -2.884 0.393
H -16.581 -16.235 -1.219 0.236
H -18.591 -14.792 -2.203 0.417
H -17.513 -13.519 -2.138 0.132
H -18.441 -13.523 -0.109 0.082
H -15.268 -14.150 -1.031 0.417
C -20.062 -15.029 2.736 -0.389
C -20.618 -14.586 4.131 -0.779
O -20.793 -13.242 4.082 -0.417
O -18.937 -14.274 2.457 -0.227
H -20.897 -14.934 2.042 0.298
H -19.734 -16.065 2.813 0.469
H -19.918 -14.766 4.947 0.248
H -21.464 -15.243 4.334 0.492
H -21.725 -13.047 3.956 0.319
H -18.515 -14.757 1.742 0.172
C -18.517 -8.392 -2.323 -0.456
C -18.409 -9.610 -3.298 -0.475
O -17.858 -10.740 -2.736 -0.611
O -19.582 -8.541 -1.413 -0.474
H -18.711 -7.467 -2.867 0.359
H -17.670 -8.261 -1.651 0.182
H -17.833 -9.346 -4.184 0.429
H -19.400 -9.738 -3.734 0.273
H -18.313 -11.181 -2.014 0.119
H -19.284 -8.920 -0.583 -0.023
C -16.630 -10.296 4.758 0.413
C -16.622 -11.822 4.642 -0.558
O -17.895 -12.485 4.764 -0.635
O -17.173 -9.723 5.913 -0.623
H -17.279 -9.991 3.937 -0.430
H -15.736 -9.704 4.560 0.441
H -16.024 -12.242 5.451 0.565
H -16.228 -12.141 3.677 0.064
H -17.946 -12.763 5.681 0.335
H -18.015 -10.129 6.133 0.353
```